The following is a DFT calculation (wB97M-V/def2-TZVPD) of a 2-piece molecular cluster, C2H4BrClO overall at a distorted geometry.

The calculation puts the highest occupied orbital energy at -9.2 eV. Its maximum force is 4.98 eV/A. The HOMO-LUMO gap is 9.27 eV. For the energy above the lowest of the compared OMol25 structures with the same formula, charge and spin, the calculation gives 2.368 eV. The LUMO energy is 0.120 eV. The calculation puts the total energy at -86748.1890 eV.

Geometry as ORCA input:
```
! RIJCOSX wB97M-V def2-TZVPD def2/J DEFGRID3
* xyz 0 1
C -0.22 0.93 -1.54
C 0.75 -1.20 1.99
O -0.35 -0.68 1.48
Cl 0.52 1.86 -0.23
Br 1.13 -2.94 1.29
H -1.08 0.62 -0.89
H 0.49 0.03 -1.71
H -0.51 1.38 -2.42
H -0.73 0.01 2.03
*
```